{"formula": "C32H52N2O18", "method": "wB97M-V/def2-TZVPD", "total_energy_ha": -2714.4082, "homo_energy_ha": -0.3127, "smiles": "NC[C@H](O)COC(=O)ON.O=C1CCCO1.O=C1CCCO1.O=C1CCCO1.O=C1CCCO1.O=C1CCCO1.O=C1CCCO1.O=C1CCCO1", "elements": ["N", "C", "C", "O", "C", "O", "C", "O", "O", "N", "H", "H", "H", "H", "H", "H", "H", "H", "H", "H", "O", "C", "C", "C", "C", "O", "H", "H", "H", "H", "H", "H", "O", "C", "C", "C", "C", "O", "H", "H", "H", "H", "H", "H", "O", "C", "C", "C", "C", "O", "H", "H", "H", "H", "H", "H", "O", "C", "C", "C", "C", "O", "H", "H", "H", "H", "H", "H", "O", "C", "C", "C", "C", "O", "H", "H", "H", "H", "H", "H", "O", "C", "C", "C", "C", "O", "H", "H", "H", "H", "H", "H", "O", "C", "C", "C", "C", "O", "H", "H", "H", "H", "H", "H"], "coordinates": [[0.958, 0.925, -1.447], [1.097, 2.163, -2.203], [-0.132, 3.091, -2.085], [-0.415, 3.187, -0.702], [-1.341, 2.632, -2.929], [-2.292, 1.835, -2.215], [-3.288, 2.575, -1.717], [-3.188, 3.616, -1.161], [-4.532, 2.014, -1.905], [-4.578, 0.729, -1.281], [1.023, 1.138, -0.464], [0.071, 0.484, -1.650], [1.914, 2.721, -1.750], [1.338, 1.983, -3.251], [0.148, 4.084, -2.453], [-0.808, 4.052, -0.570], [-0.960, 1.992, -3.728], [-1.845, 3.460, -3.426], [-4.068, 0.070, -1.872], [-4.104, 0.753, -0.381], [4.118, 0.977, -2.092], [4.505, 0.506, -1.064], [5.724, -0.367, -0.844], [5.471, -0.945, 0.548], [4.642, 0.151, 1.193], [3.893, 0.746, 0.120], [6.613, 0.265, -0.868], [5.791, -1.131, -1.613], [6.370, -1.184, 1.106], [4.873, -1.855, 0.463], [5.264, 0.924, 1.653], [3.945, -0.227, 1.937], [0.417, 6.035, 0.047], [1.255, 5.865, 0.884], [2.255, 4.732, 0.947], [2.755, 4.815, 2.386], [2.587, 6.295, 2.692], [1.447, 6.714, 1.920], [3.048, 4.930, 0.224], [1.774, 3.785, 0.717], [3.775, 4.461, 2.525], [2.103, 4.227, 3.035], [3.451, 6.885, 2.378], [2.392, 6.490, 3.744], [1.962, -2.327, 1.385], [0.944, -1.719, 1.587], [-0.458, -2.282, 1.573], [-1.312, -1.023, 1.474], [-0.438, 0.007, 2.169], [0.919, -0.409, 1.897], [-0.620, -2.829, 2.504], [-0.603, -2.939, 0.719], [-2.299, -1.114, 1.922], [-1.438, -0.754, 0.422], [-0.589, 0.016, 3.251], [-0.582, 1.014, 1.784], [-0.718, -2.397, -2.177], [0.119, -3.241, -2.058], [1.619, -3.052, -2.032], [2.135, -4.476, -2.221], [1.013, -5.301, -1.611], [-0.187, -4.548, -1.856], [1.895, -2.645, -1.059], [1.947, -2.385, -2.824], [3.103, -4.664, -1.758], [2.224, -4.697, -3.286], [1.129, -5.423, -0.532], [0.914, -6.284, -2.068], [-3.918, -0.908, 3.813], [-4.959, -0.744, 3.245], [-5.203, 0.102, 2.013], [-6.721, 0.244, 2.002], [-7.158, -1.041, 2.689], [-6.107, -1.347, 3.625], [-4.838, -0.443, 1.139], [-4.692, 1.058, 2.095], [-7.150, 0.368, 1.009], [-7.014, 1.104, 2.606], [-7.249, -1.875, 1.990], [-8.095, -0.933, 3.231], [7.060, -1.189, 4.846], [6.062, -1.799, 4.601], [5.000, -2.259, 5.581], [4.215, -3.286, 4.767], [4.407, -2.772, 3.350], [5.704, -2.151, 3.344], [4.387, -1.398, 5.852], [5.456, -2.684, 6.470], [3.168, -3.377, 5.052], [4.677, -4.269, 4.870], [3.670, -2.020, 3.068], [4.389, -3.566, 2.608], [-3.537, -1.113, -3.328], [-4.263, -0.947, -4.266], [-3.854, -0.658, -5.693], [-5.156, -0.156, -6.312], [-6.199, -0.887, -5.481], [-5.608, -1.032, -4.177], [-3.510, -1.587, -6.150], [-3.062, 0.084, -5.720], [-5.247, -0.350, -7.379], [-5.247, 0.920, -6.155], [-6.419, -1.883, -5.871], [-7.130, -0.333, -5.388]], "lowdin_charge": [0.053, -0.220, -0.334, -0.041, -0.091, 0.025, -0.589, 0.182, -0.033, 0.090, 0.049, 0.061, 0.102, 0.114, 0.147, 0.072, 0.129, 0.133, 0.046, 0.063, 0.115, -0.487, -0.066, -0.153, -0.151, 0.014, 0.130, 0.123, 0.110, 0.113, 0.131, 0.099, 0.122, -0.478, -0.072, -0.152, -0.155, 0.030, 0.137, 0.110, 0.115, 0.118, 0.126, 0.123, 0.088, -0.475, -0.051, -0.134, -0.130, 0.024, 0.138, 0.116, 0.093, 0.115, 0.130, 0.123, 0.116, -0.493, -0.068, -0.150, -0.157, 0.020, 0.107, 0.129, 0.115, 0.117, 0.124, 0.122, 0.108, -0.487, -0.092, -0.145, -0.150, 0.031, 0.112, 0.130, 0.118, 0.121, 0.128, 0.124, 0.123, -0.485, -0.071, -0.144, -0.165, 0.005, 0.131, 0.124, 0.117, 0.118, 0.093, 0.129, 0.108, -0.474, -0.066, -0.152, -0.151, 0.034, 0.134, 0.124, 0.115, 0.119, 0.127, 0.125]}

{"formula": "C33H87BN7O19", "method": "wB97M-V/def2-TZVPD", "total_energy_ha": -3147.2928, "total_charge": -1, "homo_energy_ha": -0.2630, "elements": ["O", "C", "O", "B", "O", "C", "O", "O", "C", "O", "C", "O", "O", "C", "C", "C", "O", "C", "N", "H", "H", "H", "H", "H", "H", "H", "H", "H", "H", "H", "C", "C", "C", "O", "C", "N", "H", "H", "H", "H", "H", "H", "H", "H", "H", "H", "H", "C", "C", "C", "O", "C", "N", "H", "H", "H", "H", "H", "H", "H", "H", "H", "H", "H", "C", "C", "C", "O", "C", "N", "H", "H", "H", "H", "H", "H", "H", "H", "H", "H", "H", "C", "C", "C", "O", "C", "N", "H", "H", "H", "H", "H", "H", "H", "H", "H", "H", "H", "C", "C", "C", "O", "C", "N", "H", "H", "H", "H", "H", "H", "H", "H", "H", "H", "H", "C", "C", "C", "O", "C", "N", "H", "H", "H", "H", "H", "H", "H", "H", "H", "H", "H", "O", "H", "H", "O", "H", "H", "O", "H", "H", "C", "O", "H", "H", "H", "H"], "coordinates": [[3.839, -0.428, 0.649], [2.600, -0.552, 0.807], [1.588, -0.324, -0.057], [0.324, -0.711, 0.596], [0.665, -0.920, 1.981], [1.925, -1.056, 2.141], [2.507, -1.560, 3.145], [-0.265, -1.919, -0.052], [-1.490, -1.607, -0.369], [-2.261, -2.370, -0.874], [-1.804, -0.144, -0.027], [-0.737, 0.313, 0.611], [-2.898, 0.441, -0.192], [-4.808, -0.907, -6.018], [-4.137, -2.167, -5.590], [-3.986, -2.179, -4.048], [-5.290, -1.877, -3.429], [-5.342, -2.016, -1.994], [-4.756, -3.297, -6.148], [-5.044, -0.908, -7.082], [-4.181, -0.041, -5.805], [-5.724, -0.658, -5.482], [-3.153, -2.076, -6.049], [-3.258, -1.402, -3.813], [-3.570, -3.086, -3.609], [-4.836, -1.108, -1.668], [-4.635, -2.718, -1.551], [-6.396, -1.933, -1.730], [-5.692, -3.350, -5.771], [-4.326, -4.116, -5.743], [-5.837, 3.546, -6.722], [-6.187, 4.449, -5.540], [-5.108, 4.523, -4.453], [-4.924, 3.296, -3.722], [-3.907, 3.229, -2.724], [-6.428, 5.749, -6.190], [-5.732, 2.609, -6.174], [-4.874, 3.760, -7.186], [-6.655, 3.515, -7.442], [-7.132, 4.063, -5.160], [-5.456, 5.225, -3.695], [-4.221, 4.792, -5.026], [-2.972, 3.439, -3.244], [-3.865, 2.259, -2.229], [-4.126, 3.940, -1.926], [-5.783, 5.732, -6.967], [-6.259, 6.532, -5.575], [3.619, -1.648, -4.747], [3.878, -0.116, -4.560], [3.846, 0.376, -3.116], [3.921, 1.754, -3.208], [4.075, 2.447, -1.975], [5.226, -0.035, -5.169], [3.550, -2.000, -5.776], [2.772, -2.006, -4.162], [4.413, -2.286, -4.358], [3.202, 0.512, -5.141], [4.622, -0.181, -2.589], [2.893, 0.023, -2.721], [4.794, 1.929, -1.340], [3.097, 2.398, -1.496], [4.318, 3.501, -2.106], [5.830, -0.136, -4.366], [5.645, 0.763, -5.624], [0.889, 3.402, -5.353], [1.460, 4.297, -4.254], [1.232, 3.734, -2.848], [-0.199, 3.815, -2.511], [-0.581, 3.096, -1.328], [2.895, 4.459, -4.521], [-0.195, 3.513, -5.402], [1.157, 2.368, -5.137], [1.209, 3.596, -6.377], [0.849, 5.198, -4.191], [1.752, 4.358, -2.121], [1.443, 2.668, -2.769], [-1.078, 3.702, -0.570], [0.314, 2.745, -0.814], [-1.175, 2.194, -1.473], [2.947, 5.125, -5.279], [3.307, 3.601, -4.859], [-2.409, -2.211, 3.514], [-1.395, -3.261, 4.004], [-1.131, -4.475, 3.004], [-2.411, -5.051, 2.719], [-2.313, -5.770, 1.558], [-0.176, -2.556, 4.522], [-2.677, -1.409, 4.202], [-3.325, -2.721, 3.215], [-1.980, -1.730, 2.635], [-1.745, -3.689, 4.943], [-0.451, -5.210, 3.436], [-0.658, -4.021, 2.133], [-1.809, -6.701, 1.818], [-1.716, -5.400, 0.725], [-3.283, -6.177, 1.273], [0.341, -2.200, 3.731], [-0.553, -1.810, 5.089], [5.101, 3.817, 4.705], [5.155, 2.248, 5.037], [3.929, 1.435, 4.554], [2.821, 1.766, 5.368], [1.978, 0.797, 5.682], [6.364, 1.858, 4.313], [4.106, 4.228, 4.873], [5.350, 3.950, 3.652], [5.900, 4.389, 5.177], [5.212, 1.992, 6.095], [4.155, 0.369, 4.549], [3.559, 1.647, 3.550], [1.643, 0.221, 4.820], [1.176, 1.244, 6.271], [2.455, 0.076, 6.345], [6.427, 0.850, 4.350], [6.514, 2.118, 3.349], [2.193, -4.014, 8.422], [2.122, -3.087, 7.210], [3.479, -2.510, 6.611], [4.027, -1.602, 7.557], [5.260, -1.022, 7.166], [1.656, -4.029, 6.154], [1.233, -4.034, 8.938], [2.869, -3.641, 9.192], [2.566, -4.996, 8.131], [1.374, -2.309, 7.362], [3.294, -2.007, 5.662], [4.163, -3.341, 6.433], [5.983, -1.836, 7.218], [5.683, -0.337, 7.901], [5.198, -0.501, 6.211], [0.842, -4.347, 6.662], [1.158, -3.430, 5.511], [-4.919, 1.457, 1.701], [-5.004, 0.688, 2.265], [-4.234, 1.221, 1.075], [6.020, 1.079, 1.041], [5.333, 0.573, 1.475], [6.251, 0.560, 0.271], [4.447, -3.201, -0.093], [4.469, -4.039, 0.370], [4.406, -2.544, 0.602], [-5.525, -1.779, 1.238], [-6.812, -1.380, 0.826], [-5.171, -1.464, 2.220], [-5.365, -2.839, 1.043], [-4.993, -1.178, 0.500], [-7.473, -1.871, 1.319]], "lowdin_charge": [0.061, -0.251, 0.235, -0.894, 0.234, -0.335, 0.074, 0.246, -0.412, 0.151, -0.312, 0.236, 0.083, -0.083, -0.489, -0.151, -0.211, -0.097, 0.036, 0.079, 0.078, 0.076, 0.134, 0.115, 0.114, 0.069, 0.068, 0.090, 0.077, 0.071, -0.075, -0.445, -0.184, -0.207, -0.083, 0.025, 0.070, 0.080, 0.082, 0.133, 0.122, 0.124, 0.078, 0.079, 0.087, 0.053, 0.060, -0.071, -0.383, -0.234, -0.198, -0.077, 0.013, 0.068, 0.064, 0.068, 0.127, 0.131, 0.124, 0.074, 0.066, 0.089, 0.060, 0.061, -0.064, -0.411, -0.174, -0.206, -0.094, 0.046, 0.070, 0.073, 0.071, 0.137, 0.125, 0.106, 0.092, 0.073, 0.067, 0.065, 0.058, -0.043, -0.348, -0.144, -0.172, -0.157, 0.041, 0.081, 0.062, 0.069, 0.124, 0.126, 0.115, 0.079, 0.093, 0.091, 0.042, 0.084, -0.041, -0.370, -0.189, -0.171, -0.161, 0.019, 0.066, 0.063, 0.064, 0.126, 0.098, 0.129, 0.078, 0.101, 0.077, 0.056, 0.051, -0.081, -0.395, -0.175, -0.211, -0.102, 0.009, 0.072, 0.066, 0.078, 0.125, 0.094, 0.121, 0.086, 0.087, 0.062, 0.050, -0.005, -0.049, 0.005, -0.016, -0.066, -0.006, 0.026, -0.048, 0.031, -0.002, -0.174, -0.110, 0.063, 0.089, 0.054, 0.075]}

{"formula": "C5H37N3O11", "method": "wB97M-V/def2-TZVPD", "total_energy_ha": -1204.4280, "homo_energy_ha": -0.3178, "de_lowest_kcal_mol": 142.7, "smiles": "CNC[C@H](C)NCN.O.O.O.O.O.O.O.O.O.O.O", "elements": ["C", "N", "C", "C", "C", "N", "C", "N", "H", "H", "H", "H", "H", "H", "H", "H", "H", "H", "H", "H", "H", "H", "H", "O", "H", "H", "O", "H", "H", "O", "H", "H", "O", "H", "H", "O", "H", "H", "O", "H", "H", "O", "H", "H", "O", "H", "H", "O", "H", "H", "O", "H", "H", "O", "H", "H"], "coordinates": [[0.204, -0.816, 2.064], [-0.860, 0.156, 2.185], [-1.508, 0.534, 0.948], [-0.529, 1.378, -0.041], [-0.828, 2.854, -0.081], [-0.605, 0.636, -1.430], [0.412, 1.179, -2.287], [0.247, 1.414, -3.766], [0.598, -0.831, 0.990], [0.984, -0.946, 2.794], [-0.104, -1.877, 2.040], [-0.295, 0.926, 2.649], [-2.227, 1.201, 1.296], [-1.898, -0.262, 0.315], [0.605, 1.256, 0.291], [-0.062, 3.487, -0.694], [-0.452, 3.431, 0.832], [-1.772, 3.158, -0.288], [-1.518, 0.784, -1.789], [0.772, 2.102, -1.768], [1.322, 0.458, -2.323], [-0.226, 0.616, -4.196], [-0.133, 2.319, -4.179], [3.543, 0.539, -0.217], [3.238, -0.230, -0.605], [4.499, 0.616, -0.304], [-1.544, 0.886, 5.619], [-0.912, 1.585, 5.587], [-1.655, 0.437, 4.806], [3.693, -1.840, -2.229], [2.855, -2.045, -1.847], [3.801, -2.400, -3.032], [-3.393, -1.235, -2.019], [-3.842, -1.893, -2.512], [-2.560, -1.468, -2.526], [-0.018, 3.249, 3.661], [0.009, 2.980, 4.519], [0.829, 3.262, 3.256], [3.128, 0.734, 2.479], [3.955, 1.069, 2.676], [3.085, 0.247, 1.637], [-2.268, -3.539, -2.829], [-2.910, -3.937, -3.256], [-2.401, -3.524, -1.856], [-3.016, -3.217, -0.299], [-2.068, -3.106, -0.077], [-3.334, -2.225, -0.351], [1.910, 1.987, 5.013], [1.693, 1.192, 5.586], [1.847, 1.538, 4.205], [-0.431, -2.175, -4.551], [-0.200, -2.634, -5.268], [-0.885, -2.425, -3.884], [0.635, -1.986, -1.368], [0.007, -1.248, -1.261], [0.587, -2.350, -2.314]], "lowdin_charge": [-0.158, -0.113, -0.155, -0.295, -0.077, -0.058, -0.323, -0.003, 0.073, 0.067, 0.070, 0.105, 0.089, 0.095, 0.157, 0.103, 0.097, 0.035, 0.085, 0.094, 0.120, 0.038, 0.086, -0.015, -0.026, 0.071, -0.020, -0.010, -0.001, -0.055, -0.023, 0.066, -0.076, 0.020, 0.057, -0.007, -0.050, 0.022, -0.043, 0.000, 0.015, -0.006, -0.024, 0.016, -0.101, 0.056, 0.095, -0.053, 0.094, -0.038, 0.087, -0.008, -0.121, -0.104, -0.015, 0.065]}

{"formula": "C27H27N2PbS5Si", "method": "wB97M-V/def2-TZVPD", "total_energy_ha": -3627.7800, "total_charge": 1, "homo_energy_ha": -0.3885, "elements": ["Pb", "S", "C", "C", "C", "C", "C", "C", "S", "C", "C", "C", "C", "C", "C", "C", "S", "C", "C", "C", "C", "C", "C", "S", "N", "H", "H", "H", "H", "H", "H", "H", "H", "H", "H", "H", "H", "H", "H", "H", "C", "Si", "C", "C", "C", "C", "C", "C", "N", "C", "S", "H", "H", "H", "H", "H", "H", "H", "H", "H", "H", "H", "H"], "coordinates": [[0.388, 0.011, -1.863], [0.298, -0.201, 1.291], [-1.376, -0.505, 1.820], [-1.602, -0.624, 3.189], [-2.876, -0.846, 3.681], [-3.943, -0.957, 2.800], [-3.724, -0.842, 1.438], [-2.443, -0.626, 0.933], [-2.330, -0.497, -0.842], [-2.507, -2.224, -1.314], [-1.274, -3.088, -1.199], [-1.426, -4.455, -1.412], [-0.313, -5.268, -1.369], [0.921, -4.696, -1.095], [0.988, -3.332, -0.884], [2.309, -2.676, -0.622], [2.757, -1.524, -1.974], [2.484, -2.583, -3.375], [3.468, -3.544, -3.616], [3.321, -4.459, -4.637], [2.186, -4.399, -5.436], [1.224, -3.436, -5.215], [1.343, -2.500, -4.178], [0.049, -1.300, -4.081], [-0.092, -2.538, -0.942], [-0.763, -0.533, 3.867], [-3.035, -0.932, 4.747], [-4.946, -1.121, 3.171], [-4.559, -0.902, 0.751], [-2.836, -2.207, -2.356], [-3.315, -2.657, -0.724], [-2.406, -4.862, -1.622], [-0.399, -6.331, -1.550], [1.819, -5.297, -1.056], [3.102, -3.414, -0.534], [2.285, -2.068, 0.283], [4.354, -3.558, -2.993], [4.086, -5.202, -4.818], [2.058, -5.103, -6.248], [0.351, -3.385, -5.852], [0.452, 4.212, 4.418], [0.933, 4.899, 2.749], [0.617, 6.738, 2.718], [2.730, 4.573, 2.359], [-0.142, 4.125, 1.374], [-0.910, 4.961, 0.568], [-1.699, 4.457, -0.459], [-1.696, 3.097, -0.664], [-0.973, 2.251, 0.077], [-0.234, 2.759, 1.049], [0.704, 1.633, 2.077], [0.853, 4.858, 5.202], [0.835, 3.205, 4.588], [-0.633, 4.185, 4.532], [1.212, 7.212, 3.502], [-0.428, 6.985, 2.909], [0.912, 7.191, 1.770], [3.359, 5.047, 3.117], [2.998, 4.998, 1.390], [2.980, 3.512, 2.343], [-0.899, 6.029, 0.744], [-2.300, 5.108, -1.078], [-2.295, 2.645, -1.449]], "lowdin_charge": [0.898, 0.515, -0.560, -0.100, -0.051, -0.053, -0.094, -0.504, 0.850, -0.384, -0.324, 0.001, -0.014, 0.002, -0.344, -0.359, 0.856, -0.543, -0.106, -0.072, -0.065, -0.119, -0.668, 0.479, 0.049, 0.107, 0.116, 0.115, 0.112, 0.094, 0.095, 0.127, 0.122, 0.125, 0.090, 0.058, 0.110, 0.110, 0.113, 0.101, -0.182, 0.503, -0.181, -0.177, -0.229, -0.064, -0.043, -0.146, -0.026, -0.610, 0.658, 0.038, 0.010, 0.040, 0.041, 0.041, 0.040, 0.040, 0.039, 0.009, 0.096, 0.112, 0.104]}